Entry 1:
34
Properties=species:S:1:pos:R:3:mulliken_charge:R:1 method="wB97M-V/def2-TZVPD" charge=0 smiles=CN(CCN)CCO.O.O.O.O e_lumo_ev=0.282 e_above_lowest_ev=2.5178 homo_lumo_gap_ha=0.3467
C 0.40 0.45 -2.69 -1.319
N 0.16 0.58 -1.25 0.644
C -1.04 -0.18 -0.85 -0.575
C -0.74 -1.68 -0.65 -0.641
N -1.13 -2.17 0.71 -0.330
C 0.02 2.06 -0.88 -0.585
C 1.06 2.36 0.19 -0.594
O 2.21 2.88 -0.48 -0.582
H 0.61 -0.57 -2.98 0.319
H 1.37 0.97 -2.96 0.338
H -0.36 0.97 -3.28 0.434
H -1.60 0.46 -0.06 0.202
H -1.82 -0.03 -1.64 0.359
H 0.36 -1.66 -0.58 0.133
H -1.17 -2.26 -1.46 0.319
H -1.10 -3.17 0.73 0.281
H -2.04 -1.93 1.06 -0.023
H -0.95 2.26 -0.40 0.305
H 0.20 2.58 -1.82 0.405
H 0.72 3.14 0.87 0.397
H 1.38 1.51 0.79 0.339
H 2.70 2.16 -0.90 0.355
O -0.03 -0.17 2.65 -0.686
H -0.65 -0.71 3.13 0.341
H -0.16 -0.44 1.74 0.313
O 2.83 -0.26 -0.06 -0.658
H 2.11 0.02 -0.66 0.243
H 3.17 -1.10 -0.37 0.280
O -3.59 0.29 0.72 -0.632
H -3.49 -0.57 1.23 0.300
H -3.25 0.82 1.48 0.327
O 1.08 -2.50 3.13 -0.642
H 1.02 -2.34 2.17 0.304
H 1.73 -1.79 3.37 0.331



Entry 2:
89
Properties=species:S:1:pos:R:3:mulliken_spin:R:1 method="wB97M-V/def2-TZVPD" charge=0 s2=3.8125 e_lumo_ev="-0.158 / -0.645" homo_lumo_gap_ha="0.2182 / 0.2539" multiplicity=4
O -0.98 -1.73 -1.68 -0.035
O 0.99 1.30 -5.34 0.000
C -0.10 -2.83 -2.03 0.008
C -0.82 -4.17 -2.19 0.003
H 0.62 -2.90 -1.20 0.034
H 0.49 -2.52 -2.91 0.005
H -1.29 -4.53 -1.26 0.003
H -0.04 -4.92 -2.42 0.001
H -1.57 -4.14 -2.99 0.002
C -1.74 -1.17 -2.75 -0.004
C -1.30 -1.55 -4.14 -0.003
H -1.67 -0.07 -2.69 0.003
H -2.80 -1.43 -2.54 -0.002
H -0.32 -1.15 -4.43 0.000
H -2.04 -1.12 -4.82 0.000
H -1.34 -2.63 -4.25 0.000
C 0.62 2.48 -4.60 0.000
C 2.40 1.08 -5.46 0.000
C -0.85 2.79 -4.83 0.000
H 1.20 3.34 -4.97 0.000
H 0.83 2.39 -3.50 0.000
H -1.05 2.96 -5.90 0.000
H -1.14 3.73 -4.33 0.000
H -1.46 1.96 -4.46 0.000
C 2.76 0.47 -6.80 0.000
H 2.75 0.44 -4.61 0.000
H 2.91 2.05 -5.33 0.000
H 2.15 -0.42 -6.95 0.000
H 3.82 0.23 -6.83 0.000
H 2.57 1.20 -7.59 0.000
H 1.43 2.77 -0.44 0.000
V -1.41 -1.12 0.69 2.206
C 1.80 1.88 -0.91 -0.003
Si 3.54 1.34 -0.47 0.004
H 1.10 1.09 -0.62 0.014
H 1.64 1.98 -1.97 0.005
C 3.84 -0.10 -1.69 -0.003
C 4.06 0.71 1.23 -0.004
C 4.47 2.88 -1.10 0.000
C -3.06 -2.27 1.08 -0.121
Si -3.99 -0.71 0.48 -0.040
H -2.95 -2.64 2.13 0.036
H -2.99 -3.19 0.43 0.021
C -5.22 -1.38 -0.80 0.002
C -2.99 0.66 -0.41 0.010
C -4.82 0.15 1.92 0.003
H 4.14 3.01 -2.16 0.000
H 5.57 2.77 -1.04 0.000
H 4.15 3.75 -0.48 0.000
H 3.42 -1.05 -1.29 0.003
H 4.93 -0.24 -1.84 0.000
H 3.38 0.11 -2.67 0.000
H 3.95 -0.39 1.26 0.000
H 3.49 1.17 2.05 0.001
H 5.13 0.93 1.34 0.000
H -3.54 0.86 -1.35 0.007
H -1.93 0.47 -0.70 0.011
H -2.99 1.61 0.15 0.005
H -5.91 0.16 1.78 -0.001
H -4.48 1.19 2.03 0.002
H -4.58 -0.39 2.85 0.000
H -6.22 -1.44 -0.35 0.000
H -4.88 -2.40 -1.05 -0.001
H -5.29 -0.78 -1.73 -0.001
Se -0.99 0.91 2.02 -0.059
P 0.33 -0.29 3.38 0.302
Se 0.75 -1.84 1.26 0.473
C 1.27 0.86 4.48 0.037
C 1.51 0.53 5.82 0.036
C 2.30 1.37 6.62 -0.019
C 2.87 2.53 6.08 0.042
C 2.62 2.87 4.73 -0.024
C 1.81 2.05 3.94 0.023
C -0.84 -1.03 4.56 0.010
C -2.04 -0.40 4.91 0.001
C -2.92 -1.05 5.78 -0.002
C -2.62 -2.31 6.31 0.001
C -1.41 -2.92 5.98 0.003
C -0.53 -2.30 5.09 0.004
H 1.07 -0.36 6.26 0.002
H 2.49 1.11 7.65 -0.001
H 3.52 3.16 6.68 0.003
H 3.08 3.76 4.30 -0.001
H 1.58 2.33 2.90 0.010
H -2.28 0.58 4.49 -0.006
H -3.86 -0.57 6.02 0.000
H -3.33 -2.81 6.98 0.000
H -1.15 -3.90 6.40 0.000
H 0.40 -2.79 4.80 -0.005



Entry 3:
75
Properties=species:S:1:pos:R:3:mulliken_charge:R:1 method="wB97M-V/def2-TZVPD" charge=+1 e_lumo_ev=-4.123 homo_lumo_gap_ha=0.2964
C 2.77 3.33 3.39 -0.893
C 3.66 3.01 2.48 -0.488
C 3.55 2.05 1.34 0.271
C 3.21 2.70 -0.01 -1.138
C 1.72 3.03 0.10 -0.029
C 1.15 1.91 0.99 -0.793
N 2.36 1.13 1.50 0.060
N 2.57 -0.10 0.77 -0.296
C 2.96 -1.21 1.66 -0.303
C 4.15 -0.93 2.56 -1.296
H 3.01 4.06 4.16 0.333
H 1.79 2.89 3.47 0.161
H 4.64 3.49 2.51 0.410
H 4.45 1.44 1.28 0.571
H 3.85 3.55 -0.25 0.574
H 3.33 1.92 -0.76 0.221
H 1.57 3.99 0.59 0.460
H 1.27 3.03 -0.89 0.026
H 0.62 2.30 1.85 0.257
H 0.48 1.24 0.44 0.505
H 2.20 0.92 2.50 0.673
H 1.67 -0.31 0.36 -0.164
H 2.08 -1.54 2.24 0.256
H 3.21 -2.03 0.98 0.463
H 4.05 -0.01 3.16 0.282
H 4.25 -1.76 3.27 0.443
H 5.08 -0.85 2.00 0.316
C -3.03 2.79 -2.79 -0.246
C -3.43 3.67 -3.70 -0.457
C -2.78 5.01 -3.82 0.263
O -3.14 5.81 -4.65 -0.523
C -1.67 5.32 -2.88 -0.507
C -1.28 4.44 -1.97 -0.204
C -1.93 3.11 -1.86 0.477
O -1.57 2.31 -1.02 -0.519
H -3.46 1.80 -2.67 0.501
H -4.23 3.47 -4.40 0.455
H -1.21 6.30 -3.00 0.458
H -0.48 4.64 -1.26 0.383
C 2.69 -1.48 -3.29 -0.528
C 2.81 -0.27 -3.82 -0.506
C 1.88 0.83 -3.44 -0.059
O 2.00 1.95 -3.87 -0.558
C 0.80 0.51 -2.47 0.442
C 0.67 -0.71 -1.96 -0.554
C 1.63 -1.79 -2.30 0.507
O 1.56 -2.88 -1.76 -0.538
H 3.37 -2.29 -3.54 0.475
H 3.58 -0.01 -4.54 0.462
H 0.12 1.31 -2.21 0.347
H -0.12 -0.98 -1.27 0.584
C -4.55 -0.91 0.50 -0.338
C -4.80 -2.05 1.14 -0.386
C -5.35 -3.23 0.42 0.341
O -5.57 -4.27 1.00 -0.548
C -5.62 -3.08 -1.03 -0.409
C -5.36 -1.94 -1.67 -0.337
C -4.80 -0.77 -0.95 0.327
O -4.54 0.26 -1.53 -0.506
H -4.15 -0.03 1.00 0.477
H -4.63 -2.18 2.20 0.456
H -6.02 -3.96 -1.53 0.414
H -5.54 -1.81 -2.73 0.453
C -0.04 -3.73 1.62 -0.152
C 0.12 -5.01 1.31 -0.419
C -0.46 -6.07 2.18 0.235
O -0.32 -7.24 1.91 -0.517
C -1.22 -5.64 3.38 -0.386
C -1.38 -4.35 3.68 -0.458
C -0.79 -3.30 2.82 0.352
O -0.90 -2.11 3.08 -0.614
H 0.35 -2.92 1.01 0.559
H 0.67 -5.34 0.44 0.527
H -1.64 -6.43 3.98 0.442
H -1.92 -4.01 4.55 0.449



Entry 4:
37
Properties=species:S:1:pos:R:3:mulliken_charge:R:1 method="wB97M-V/def2-TZVPD" charge=+1 smiles="C/C(Cl)=C(/Cl)n1nc(S(C)(=O)=O)[n+](C[C@@H](C)Cl)c1CC(=O)O" e_lumo_ev=-3.625 homo_lumo_gap_ha=0.3401
C -2.94 -0.92 -2.82 -1.168
C -3.27 0.49 -2.47 0.714
Cl -4.55 1.19 -3.35 -0.132
C -2.64 1.21 -1.53 -0.376
Cl -3.02 2.81 -1.14 -0.074
N -1.60 0.55 -0.81 0.705
N -1.88 -0.48 0.03 -0.668
C -0.72 -0.89 0.45 -0.065
S -0.60 -2.33 1.53 1.313
C -0.76 -1.66 3.17 -1.079
O 0.71 -2.87 1.33 -0.590
O -1.72 -3.16 1.25 -0.643
N 0.31 -0.15 -0.08 0.468
C 1.77 -0.28 0.12 -1.437
C 2.22 -0.29 1.56 1.115
C 3.56 -1.01 1.69 -1.422
Cl 2.38 1.40 2.14 -0.198
C -0.28 0.76 -0.88 0.761
C 0.42 1.79 -1.69 -1.338
C 0.73 3.03 -0.87 0.724
O -0.08 3.68 -0.31 -0.489
O 2.04 3.28 -0.86 -0.443
H -3.25 -1.11 -3.84 0.450
H -1.88 -1.12 -2.77 0.274
H -3.47 -1.63 -2.19 0.296
H -0.61 -0.58 3.13 0.397
H -1.77 -1.85 3.51 0.405
H 0.01 -2.11 3.77 0.392
H 2.21 0.59 -0.35 0.676
H 2.12 -1.15 -0.44 0.257
H 1.52 -0.78 2.22 -0.228
H 3.49 -1.96 1.17 0.332
H 3.82 -1.16 2.73 0.406
H 4.32 -0.42 1.19 0.397
H -0.20 2.01 -2.56 0.441
H 1.36 1.38 -2.02 0.437
H 2.24 3.72 -0.02 0.387



Entry 5:
25
Properties=species:S:1:pos:R:3:mulliken_spin:R:1 method="wB97M-V/def2-TZVPD" charge=+2 s2=0.7815 e_lumo_ev="-6.855 / -12.605" e_above_lowest_ev=0.0000 homo_lumo_gap_ha="0.2970 / 0.0855" multiplicity=2
Cs -0.29 -0.33 -1.40 0.003
C -4.06 -1.38 1.13 0.000
C -2.82 -2.23 1.12 0.000
O -1.85 -1.84 0.43 0.001
N -2.82 -3.37 1.78 0.001
C -1.63 -4.22 1.94 0.000
H -3.83 -0.36 0.81 0.000
H -4.45 -1.47 2.14 0.000
H -4.86 -1.79 0.52 0.000
H -3.70 -3.67 2.17 0.000
H -1.14 -3.87 2.85 0.000
H -0.89 -4.11 1.15 0.000
H -1.78 -5.30 2.02 0.000
C 1.93 4.47 -2.14 0.024
C 2.18 2.93 -1.73 -0.118
O 1.35 2.06 -1.99 0.489
N 3.33 2.65 -1.05 0.556
C 3.76 1.27 -0.69 0.005
H 1.14 4.58 -2.88 -0.001
H 2.87 4.89 -2.48 0.007
H 1.80 5.00 -1.19 -0.009
H 3.96 3.39 -0.77 -0.019
H 3.66 0.55 -1.50 0.023
H 3.35 0.86 0.23 0.033
H 4.82 1.29 -0.46 0.007



Entry 6:
41
Properties=species:S:1:pos:R:3:mulliken_charge:R:1 method="wB97M-V/def2-TZVPD" charge=0 smiles="Cc1ccc(C(=O)OCC(=O)N(C)c2ccccc2)c(C)c1" e_lumo_ev=0.572 e_above_lowest_ev=0.5732 homo_lumo_gap_ha=0.3526
C -4.69 -0.44 -1.65 -1.575
C -3.41 0.10 -1.09 1.008
C -2.33 0.37 -1.93 -0.927
C -1.16 0.87 -1.41 -0.587
C -1.03 1.13 -0.05 0.679
C 0.26 1.63 0.47 0.413
O 0.49 1.99 1.60 -0.641
O 1.22 1.61 -0.48 -0.298
C 2.53 1.99 -0.10 -0.607
C 3.58 1.00 -0.61 0.731
O 4.63 1.40 -1.06 -0.676
N 3.27 -0.32 -0.54 0.116
C 4.20 -1.29 -1.07 -1.143
C 2.12 -0.84 0.11 -0.375
C 2.00 -0.76 1.49 0.140
C 0.89 -1.30 2.12 -0.668
C -0.10 -1.92 1.38 -0.535
C 0.02 -2.01 0.00 -0.570
C 1.13 -1.48 -0.63 -0.186
C -2.11 0.87 0.81 0.823
C -2.04 1.13 2.28 -1.451
C -3.27 0.36 0.26 -0.852
H -5.27 -0.95 -0.88 0.386
H -4.50 -1.14 -2.46 0.385
H -5.29 0.38 -2.04 0.299
H -2.42 0.18 -2.99 0.402
H -0.33 1.08 -2.07 0.565
H 2.58 2.07 0.99 0.315
H 2.77 2.96 -0.53 0.394
H 4.56 -1.94 -0.28 0.329
H 3.71 -1.90 -1.83 0.325
H 5.03 -0.75 -1.52 0.417
H 2.78 -0.28 2.07 0.447
H 0.80 -1.23 3.19 0.396
H -0.97 -2.32 1.87 0.417
H -0.75 -2.48 -0.58 0.430
H 1.23 -1.53 -1.71 0.409
H -1.88 2.19 2.47 0.333
H -1.20 0.60 2.72 0.201
H -2.96 0.82 2.77 0.402
H -4.11 0.15 0.92 0.329



Entry 7:
87
Properties=species:S:1:pos:R:3:mulliken_spin:R:1 method="wB97M-V/def2-TZVPD" charge=+3 s2=12.0039 e_lumo_ev="-10.325 / -10.320" homo_lumo_gap_ha="0.1193 / 0.2208" multiplicity=7
Ba -0.31 -2.97 -3.93 0.441
Ba -1.06 0.86 -6.11 0.628
Mn 0.84 3.47 2.23 4.950
C -1.15 2.30 -1.49 0.035
C -0.89 1.16 -2.29 0.052
C 0.13 -0.02 -1.68 -0.781
O 0.05 -1.17 -2.12 0.514
C 0.89 0.39 -0.53 0.155
C 0.58 1.46 0.16 -0.055
C -0.50 2.47 -0.31 0.022
O -0.83 3.52 0.38 0.020
O 1.30 1.57 1.21 0.039
O -1.42 1.03 -3.38 -0.108
H -1.93 3.00 -1.74 0.005
H 1.65 -0.31 -0.23 0.010
C 5.61 -2.97 -0.15 0.000
C 4.92 -1.57 -0.44 -0.001
C 4.13 -1.49 -1.73 0.000
C 3.07 -2.53 -1.89 0.026
N 2.25 -3.31 -2.04 0.011
H 6.26 -3.25 -0.98 0.000
H 4.79 -3.67 -0.03 -0.001
H 6.16 -3.09 0.79 0.000
H 5.70 -0.81 -0.49 0.000
H 4.28 -1.21 0.36 0.000
H 4.76 -1.50 -2.61 0.000
H 3.55 -0.56 -1.69 0.007
C 2.51 6.76 -4.30 0.000
C 1.31 6.18 -3.47 0.000
C 1.04 4.70 -3.30 -0.015
C 0.44 3.97 -4.41 0.046
N -0.01 3.39 -5.25 -0.055
H 2.61 7.79 -3.96 0.000
H 2.35 6.69 -5.37 0.000
H 3.44 6.26 -4.02 0.000
H 0.39 6.71 -3.74 0.000
H 1.38 6.64 -2.49 0.000
H 0.31 4.48 -2.52 0.003
H 1.89 4.05 -3.07 0.001
C 3.01 -2.42 3.47 0.000
C 1.71 -1.52 3.31 -0.007
C 1.56 -0.29 4.14 0.015
C 1.65 -0.42 5.58 -0.002
N 1.74 -0.49 6.69 0.000
H 3.29 -2.45 4.52 0.000
H 3.76 -1.86 2.90 0.000
H 2.96 -3.44 3.10 0.000
H 0.92 -2.23 3.56 0.000
H 1.47 -1.34 2.26 0.001
H 0.68 0.29 3.85 -0.003
H 2.29 0.46 3.84 0.001
C -2.33 -0.57 0.88 0.009
C -3.60 -0.07 1.75 0.000
C -3.76 -0.85 2.99 0.000
C -2.89 -0.37 4.01 0.000
N -2.27 -0.03 4.87 0.000
H -2.62 -0.93 -0.10 0.002
H -1.70 -1.22 1.49 0.000
H -1.64 0.27 0.85 0.002
H -4.60 -0.09 1.30 0.000
H -3.33 0.95 1.98 -0.001
H -3.66 -1.94 2.96 0.000
H -4.78 -0.61 3.29 0.000
C 0.26 -3.92 0.63 0.011
C 1.27 -5.09 0.79 -0.001
C 0.82 -6.51 1.14 0.001
C -0.51 -6.74 0.68 0.000
N -1.64 -6.96 0.30 -0.001
H -0.48 -4.13 -0.15 0.009
H 0.75 -3.01 0.28 0.004
H -0.35 -3.60 1.47 0.004
H 1.77 -4.68 1.67 -0.001
H 1.93 -5.13 -0.07 0.000
H 0.90 -6.58 2.23 0.000
H 1.44 -7.26 0.64 0.000
C -6.23 1.08 -1.07 0.000
C -4.97 1.89 -1.16 0.003
C -4.86 3.23 -0.36 0.000
C -4.94 3.18 1.13 0.000
N -4.96 3.24 2.27 0.000
H -7.05 1.79 -1.19 0.000
H -6.44 0.80 -0.03 0.000
H -6.32 0.19 -1.69 0.000
H -4.80 2.05 -2.23 0.000
H -4.21 1.18 -0.83 0.002
H -5.68 3.89 -0.60 0.000
H -4.02 3.85 -0.69 0.000



Entry 8:
42
Properties=species:S:1:pos:R:3:mulliken_charge:R:1 method="wB97M-V/def2-TZVPD" charge=0 smiles="CCOC(=O)[C@](NC(=O)Nc1ncccn1)(Oc1ccccc1)C(F)(F)F" e_lumo_ev=0.157 e_above_lowest_ev=0.0000 homo_lumo_gap_ha=0.3461
C -3.51 0.04 -3.04 -0.976
C -4.10 0.47 -1.71 -0.414
O -3.05 0.83 -0.79 -0.217
C -2.64 -0.10 0.05 -0.012
O -3.12 -1.18 0.22 -0.633
C -1.49 0.47 0.93 1.402
N -0.38 0.87 0.12 -0.294
C -0.01 0.10 -0.94 0.280
O -0.74 -0.68 -1.50 -0.570
N 1.28 0.31 -1.40 0.028
C 2.33 0.95 -0.80 0.418
N 3.51 0.80 -1.41 -0.702
C 4.55 1.39 -0.86 -0.077
C 4.45 2.15 0.30 -0.773
C 3.18 2.25 0.85 -0.180
N 2.13 1.66 0.31 -0.397
O -1.13 -0.43 1.96 -0.625
C -0.15 -1.37 1.63 0.013
C 1.18 -1.08 1.92 -0.027
C 2.17 -2.00 1.61 -0.596
C 1.83 -3.20 1.01 -0.497
C 0.51 -3.48 0.72 -0.620
C -0.49 -2.57 1.03 -0.327
C -2.01 1.72 1.68 0.398
F -2.24 2.74 0.86 -0.246
F -1.10 2.15 2.56 -0.262
F -3.13 1.48 2.35 -0.283
H -2.81 -0.78 -2.88 0.218
H -2.97 0.87 -3.50 0.274
H -4.30 -0.28 -3.71 0.408
H -4.69 -0.34 -1.27 0.352
H -4.70 1.37 -1.81 0.315
H 0.39 1.41 0.55 0.704
H 1.53 -0.22 -2.22 0.299
H 5.49 1.25 -1.37 0.432
H 5.30 2.63 0.74 0.397
H 2.99 2.82 1.75 0.486
H 1.42 -0.14 2.40 0.524
H 3.20 -1.77 1.84 0.419
H 2.61 -3.91 0.76 0.417
H 0.25 -4.42 0.25 0.412
H -1.53 -2.77 0.80 0.532



Taking the records one at a time from the top gives electronic energy values of -18757.628; -215414.480; -53067.556; -72705.611; -14055.855; -26607.906; -81632.067; -39140.014 eV.